96
Properties=species:S:1:pos:R:3:mulliken_charge:R:1 method="wB97M-V/def2-TZVPD" charge=-2 energy_ev=-75559.71382 gap_ev=6.30 lumo_ha=0.15866
H 2.165 -3.403 1.383 0.052
H 3.704 2.122 -3.779 0.335
C -4.325 1.536 1.055 0.248
C 1.241 -3.851 1.023 -0.859
O -0.141 -1.956 4.843 -0.940
C 2.815 -0.605 4.153 1.865
H -2.176 1.552 -4.037 0.377
C -6.181 3.051 1.283 -0.631
C 1.556 2.363 0.202 0.740
H 1.425 -4.901 0.777 0.544
H -0.449 0.031 -5.582 0.366
H 2.640 -1.775 -0.626 0.181
H 0.701 -5.505 3.179 0.490
C -2.890 -2.467 -4.000 -0.508
C -0.344 4.390 -3.578 -1.836
H -3.885 -2.519 -5.907 0.368
C -1.147 -4.330 1.618 -1.587
C -3.069 -2.105 -5.327 -0.725
C -0.967 -1.043 -3.800 0.851
C 2.311 -0.317 5.563 -1.830
C 3.769 3.316 -0.014 -1.083
H 0.088 -0.858 -2.099 0.001
O -0.079 -2.342 2.297 -0.355
H 4.435 4.169 -0.006 0.339
C 0.628 -4.433 3.383 -1.967
C -5.204 0.460 1.126 -0.403
H 1.381 0.249 5.537 0.343
N -2.101 2.273 0.589 -1.088
C -1.625 1.769 -3.116 -1.753
C -6.566 0.681 1.270 -0.663
H -4.797 -0.538 1.061 0.496
C 2.025 0.823 -3.495 -0.658
H 3.461 0.504 2.413 0.102
Pt -0.550 -0.178 0.638 3.507
O 1.279 -0.008 -0.180 -0.892
H 2.306 4.164 -3.883 0.257
H -3.558 -3.161 -3.509 0.454
C -2.863 1.255 0.877 0.236
H 3.296 -1.467 0.983 0.054
C 3.440 0.928 -0.271 -1.217
O -2.514 0.034 1.017 -0.649
C 1.843 3.193 -3.748 -1.094
H 2.002 4.446 0.403 0.355
H -0.128 3.705 0.583 0.324
C 0.175 -3.749 2.101 2.021
H 3.543 1.414 3.926 0.521
O -0.832 -1.874 -1.087 -0.892
C -1.143 -0.677 -5.144 -0.957
C 4.151 -1.338 4.216 -1.939
H 0.306 5.251 -3.736 0.406
N -0.799 1.808 0.408 0.716
C 2.033 1.052 -0.057 2.323
H 2.119 -1.244 6.099 0.350
C 2.955 0.687 3.359 -1.247
O 1.947 -1.506 3.457 0.247
H 1.601 -4.066 3.709 0.220
N 0.086 -0.536 -3.074 0.426
C 0.154 2.665 0.420 -1.049
H -0.084 -4.261 4.187 0.422
H 4.052 -2.256 4.796 0.427
C 4.263 2.034 -0.250 -0.590
H 2.609 -0.086 -3.427 0.333
H -4.124 3.657 1.070 0.418
H 0.907 -3.328 0.127 -0.185
O -2.610 -3.216 -1.356 -0.891
O 4.080 -0.257 -0.523 -0.512
C 3.536 -1.499 -0.081 -0.550
C -0.149 1.877 -3.370 2.237
H 1.971 1.103 3.151 0.219
H -7.243 -0.163 1.316 0.378
H -1.837 0.959 -2.419 -0.013
C -1.778 -2.397 -1.757 0.073
C -2.180 -1.198 -5.894 -0.485
P 0.313 -1.392 3.545 0.384
H -1.867 -4.348 2.438 0.372
O -0.111 -0.023 3.111 -0.688
H -1.110 4.391 -4.357 0.325
H 5.319 1.864 -0.419 0.414
H -2.293 -0.892 -6.929 0.370
H 4.332 -2.226 -0.255 0.249
H -8.122 2.148 1.464 0.356
H -6.559 4.064 1.345 0.367
H 3.065 0.270 6.094 0.500
H -0.861 4.531 -2.626 0.356
H 4.912 -0.705 4.677 0.393
C -4.821 2.833 1.132 -0.257
C 2.627 2.052 -3.691 -0.733
C 2.423 3.464 0.217 -0.681
C -7.058 1.976 1.350 -0.332
H 4.478 -1.598 3.209 0.306
H -1.555 -3.739 0.799 0.100
C -1.862 -1.955 -3.219 0.147
C 0.646 0.730 -3.343 -0.947
C 0.464 3.119 -3.582 1.460
H -2.027 2.681 -2.683 0.575
H -0.996 -5.353 1.262 0.391